[1]
17
Properties=species:S:1:pos:R:3 method="wB97M-V/def2-TZVPD" smiles="C=PN(CCO)P=C" gap_ha=0.317 e_homo_ev=-8.42 e_above_lowest_kj_mol=0.0 lumo_ev=0.21
C 0.534 2.423 -0.814
C 3.394 -0.693 -0.103
C -0.415 -0.314 -1.017
C -1.334 -0.919 0.005
N 0.899 -0.074 -0.455
O -2.666 -1.208 -0.365
P 1.298 1.446 0.228
P 1.934 -1.434 -0.333
H 0.745 3.510 -0.625
H -0.132 2.092 -1.526
H 4.346 -1.231 0.286
H 3.292 0.358 -0.128
H -0.428 -1.095 -1.765
H -0.757 0.628 -1.358
H -1.487 -0.094 0.717
H -0.833 -1.847 0.255
H -2.751 -2.031 -0.823


[2]
16
Properties=species:S:1:pos:R:3 method="wB97M-V/def2-TZVPD" gap_ha="0.179 / 0.231" e_homo_ev="-1.34 / -2.79" e_above_lowest_kj_mol=109.2 lumo_ev="3.52 / 3.48" spin_multiplicity=2 total_charge=-1
O -2.556 -0.053 1.293
C -1.692 -0.888 1.581
N -0.459 -0.898 1.048
C -0.047 0.170 0.083
C 0.178 -0.472 -1.273
S 0.434 0.832 -2.663
C 1.164 0.921 0.654
H -1.859 -1.746 2.280
H 0.262 -1.561 1.294
H -0.905 0.848 0.004
H -0.685 -1.073 -1.596
H 1.076 -1.108 -1.302
H 0.732 1.682 -3.733
H 0.908 1.330 1.646
H 2.082 0.219 0.700
H 1.366 1.796 -0.017


[3]
16
Properties=species:S:1:pos:R:3 method="wB97M-V/def2-TZVPD" gap_ha=0.376 e_homo_ev=-9.40 e_above_lowest_kj_mol=356.2 lumo_ev=0.83
C -0.623 0.298 -0.587
C -1.014 -1.147 -0.806
C 1.395 0.749 0.506
C 2.162 0.734 1.784
N 0.170 0.370 0.568
O -2.836 -0.340 -2.440
S -2.670 -1.428 -1.451
H -0.192 0.753 -1.618
H -1.427 0.926 -0.447
H -0.247 -1.739 -1.498
H -0.878 -1.556 0.139
H 2.031 1.144 -0.320
H 2.494 1.615 2.224
H 3.108 0.340 1.558
H 1.701 0.090 2.611
H -3.174 -0.808 -0.222


[4]
16
Properties=species:S:1:pos:R:3 method="wB97M-V/def2-TZVPD" smiles="CN=[S@@H](=O)C1CC1" gap_ha=0.352 e_homo_ev=-9.00 e_above_lowest_kj_mol=546.0 lumo_ev=0.57
C -1.622 -1.076 -0.021
C -2.127 0.227 0.304
C -1.149 0.078 -0.801
C 2.674 -0.362 0.438
N 1.228 -0.280 0.399
O 1.130 1.389 -1.605
S 0.527 0.786 -0.411
H -0.987 -1.553 0.808
H -2.136 -1.861 -0.594
H -3.130 0.540 0.089
H -1.701 0.691 1.170
H -1.478 0.451 -1.714
H 2.952 -0.107 -0.579
H 2.741 -1.347 0.732
H 2.911 0.294 1.228
H 0.166 2.131 0.558